Computed, not measured: 2 unconnected molecules or ions with the total composition C3H9S, with ωB97M-V/def2-TZVPD.

Cartesian coordinates (Å):
S1 -3.27 0.98 -0.93
C1 0.88 0.26 0.35
C2 0.03 -0.80 1.06
C3 1.09 -0.10 -1.11
H1 0.29 1.17 0.37
H2 -0.84 -1.05 0.47
H3 -0.37 -0.42 2.00
H4 1.31 0.75 -1.75
H5 0.15 -0.47 -1.51
H6 1.83 -0.90 -1.24
H7 -3.54 1.83 0.07
H8 0.63 -1.68 1.31
H9 1.80 0.42 0.91

## Properties
Lowest unoccupied orbital energy ... 0.1480 Ha
Total charge ... -1
E_tot ... -14093.069 eV
Max |F| ... 0.6 eV Å⁻¹
Relative energy (zero: lowest compared OMol25 entry of this formula, charge and spin) ... 8.45 kJ/mol